1.
A structure of composition C37H81BrF6FeN3OSbSi4, computed with wB97M-V/def2-TZVPD.

Summary:
relative energy (zero: lowest compared OMol25 entry of this formula, charge and spin)	0.743	eV
total charge	+1
electronic energy	-204983.2859	eV
frontier orbital gap (alpha / beta)	7.4491 / 7.2793	eV
spin multiplicity	6
LUMO level (alpha / beta)	-0.062 / -0.115	hartree

Positions of all 135 atoms, in Å:
Fe: 0.15 0.13 0.13
C: 2.86 -1.42 0.91
C: 2.25 -2.18 -0.30
N: 0.78 -2.09 -0.29
C: 0.19 -3.02 0.68
C: -1.04 -2.46 1.37
N: -0.86 -1.07 1.78
C: -0.11 -0.85 3.02
C: 1.39 -1.06 2.85
N: 1.90 -0.54 1.57
H: 3.70 -0.81 0.55
H: 3.28 -2.13 1.62
H: 2.58 -3.22 -0.29
H: 2.61 -1.73 -1.22
H: 0.44 -2.31 -1.22
H: 0.95 -3.25 1.42
H: -0.06 -3.97 0.21
H: -1.32 -3.12 2.20
H: -1.88 -2.47 0.66
H: -1.76 -0.62 1.88
H: -0.48 -1.48 3.84
H: -0.30 0.19 3.30
H: 1.63 -2.12 2.91
H: 1.91 -0.59 3.70
H: 2.30 0.38 1.70
C: 1.48 3.00 -4.59
C: 2.89 3.22 -4.03
C: 3.82 3.62 -5.19
C: 2.79 4.43 -3.09
Si: 3.60 1.68 -3.15
Br: 1.83 0.86 -1.86
C: 4.00 0.21 -4.33
C: 3.00 0.10 -5.49
C: 4.00 -1.15 -3.64
C: 5.40 0.43 -4.96
C: 4.95 2.03 -1.83
C: 5.62 0.75 -1.33
C: 6.05 2.93 -2.43
C: 4.38 2.75 -0.59
H: 1.18 3.92 -5.10
H: 0.75 2.82 -3.80
H: 1.42 2.19 -5.31
H: 3.45 4.56 -5.62
H: 3.84 2.89 -5.99
H: 4.84 3.81 -4.87
H: 2.33 5.26 -3.64
H: 3.75 4.79 -2.74
H: 2.16 4.23 -2.23
H: 1.99 -0.06 -5.13
H: 3.27 -0.77 -6.09
H: 3.00 0.96 -6.15
H: 3.01 -1.39 -3.25
H: 4.72 -1.25 -2.84
H: 4.24 -1.92 -4.38
H: 5.47 1.37 -5.50
H: 5.59 -0.37 -5.67
H: 6.20 0.41 -4.23
H: 6.19 0.23 -2.09
H: 4.89 0.04 -0.93
H: 6.30 1.00 -0.52
H: 6.51 2.51 -3.32
H: 6.84 3.06 -1.68
H: 5.69 3.92 -2.68
H: 3.64 2.13 -0.08
H: 3.92 3.70 -0.81
H: 5.21 2.93 0.11
C: 1.48 2.65 2.60
C: 0.20 2.83 1.77
O: -0.20 1.68 1.15
C: 0.47 3.92 0.72
F: 1.59 3.60 0.03
F: 0.69 5.12 1.29
F: -0.50 4.07 -0.17
C: -0.93 3.33 2.73
F: -1.56 2.29 3.30
F: -0.45 4.08 3.73
F: -1.86 4.06 2.11
H: 2.27 2.30 1.94
H: 1.30 1.92 3.39
H: 1.82 3.58 3.05
C: -2.12 3.96 -5.07
C: -2.61 4.07 -3.62
C: -4.11 4.41 -3.61
C: -1.83 5.16 -2.89
C: -2.40 2.77 -2.95
C: -2.24 1.71 -2.40
H: -2.27 4.92 -5.58
H: -2.67 3.20 -5.62
H: -1.06 3.72 -5.11
H: -4.27 5.35 -4.12
H: -4.48 4.50 -2.59
H: -4.69 3.64 -4.12
H: -1.99 6.12 -3.38
H: -0.76 4.94 -2.89
H: -2.16 5.24 -1.85
C: -4.80 -3.53 0.51
Si: -4.15 -3.15 -1.22
C: -3.01 -4.56 -1.74
C: -5.64 -3.10 -2.36
Sb: -2.11 -0.16 -1.41
Si: -1.73 -1.18 -3.77
C: -0.89 0.16 -4.75
C: -0.51 -2.59 -3.60
C: -3.29 -1.70 -4.67
Si: -4.22 0.71 -0.12
C: -4.31 -0.12 1.56
C: -3.88 2.51 0.14
C: -5.76 0.43 -1.15
H: -5.17 -4.56 0.49
H: -5.64 -2.89 0.77
H: -4.06 -3.46 1.31
H: -3.47 -5.50 -1.42
H: -2.02 -4.51 -1.29
H: -2.89 -4.60 -2.82
H: -6.16 -4.06 -2.23
H: -5.38 -3.00 -3.41
H: -6.33 -2.31 -2.10
H: -0.05 0.61 -4.22
H: -1.58 0.96 -5.01
H: -0.52 -0.30 -5.67
H: 0.45 -2.21 -3.23
H: -0.31 -2.99 -4.59
H: -0.84 -3.41 -2.97
H: -4.14 -1.08 -4.40
H: -3.55 -2.74 -4.50
H: -3.11 -1.57 -5.74
H: -3.61 0.36 2.24
H: -4.14 -1.19 1.57
H: -5.31 0.06 1.96
H: -2.82 2.72 0.21
H: -4.35 2.81 1.08
H: -4.28 3.11 -0.67
H: -6.26 -0.50 -0.91
H: -5.53 0.45 -2.22
H: -6.45 1.24 -0.95

***

2.
A cluster of 4 separate species, C37H81ClN15O5P3 in total, computed with wB97M-V/def2-TZVPD.

Summary:
structure (SMILES)	C=CCc1cnc2c(CC(N)(N)N)c(C[C@H](C)Cl)c(CN)c(CC(=O)O)c2n1.CN(C)P(=O)(N(C)C)N(C)C.CN(C)P(=O)(N(C)C)N(C)C.CN(C)P(=O)(N(C)C)N(C)C
electronic energy	-112634.9165	eV
frontier orbital gap	6.3346	eV
LUMO level	-0.050	hartree

Positions of all 142 atoms, in Å:
C: 9.01 -2.49 1.77
C: 9.28 -2.09 3.18
C: 8.37 -1.10 4.11
C: 8.04 0.37 3.40
C: 9.29 1.23 2.81
N: 9.19 2.58 2.15
C: 7.76 3.02 2.11
C: 7.46 4.51 1.43
C: 8.78 5.38 0.88
C: 9.64 6.09 2.08
N: 9.36 7.58 2.24
N: 11.12 6.00 1.64
N: 9.45 5.46 3.44
C: 5.97 5.18 1.24
C: 5.68 6.65 0.54
C: 5.35 7.85 1.61
C: 6.48 9.06 1.63
Cl: 5.11 7.30 3.36
C: 4.68 4.26 1.77
C: 3.14 4.80 1.58
N: 2.27 3.82 0.78
C: 4.95 2.77 2.49
C: 3.67 1.86 3.02
C: 2.74 2.60 4.14
O: 1.46 2.88 3.77
O: 3.14 2.99 5.51
C: 6.49 2.16 2.65
N: 6.61 0.81 3.31
H: 9.20 -3.59 1.41
H: 8.64 -1.68 1.00
H: 10.23 -2.57 3.70
H: 7.31 -1.62 4.27
H: 8.84 -0.88 5.19
H: 10.38 0.77 2.93
H: 9.50 4.55 0.41
H: 8.51 6.10 0.00
H: 8.98 7.87 1.30
H: 10.27 8.09 2.40
H: 11.44 4.99 1.69
H: 11.11 6.20 0.60
H: 10.26 4.79 3.55
H: 9.54 6.14 4.22
H: 4.74 6.51 -0.18
H: 6.55 7.03 -0.15
H: 4.34 8.37 1.26
H: 5.94 10.11 1.71
H: 7.15 9.11 0.67
H: 7.14 8.97 2.62
H: 3.06 5.83 1.04
H: 2.63 4.96 2.65
H: 2.42 4.05 -0.25
H: 1.27 4.13 0.94
H: 3.00 1.63 2.06
H: 3.97 0.82 3.46
H: 3.15 4.01 5.48
C: -3.53 6.03 -2.89
N: -2.27 5.55 -2.34
C: -1.12 6.18 -2.97
P: -1.95 4.06 -1.55
O: -1.19 4.79 -0.42
N: -3.29 3.70 -0.51
C: -4.68 4.07 -0.75
C: -3.07 3.74 0.94
N: -2.83 3.21 -2.85
C: -2.88 1.76 -2.56
C: -2.22 3.29 -4.19
H: -3.94 5.38 -3.67
H: -3.42 7.02 -3.34
H: -4.28 6.17 -2.12
H: -0.79 5.64 -3.86
H: -0.27 6.22 -2.28
H: -1.31 7.22 -3.26
H: -4.88 5.10 -0.45
H: -5.36 3.43 -0.17
H: -4.99 3.93 -1.79
H: -3.03 4.77 1.31
H: -2.13 3.24 1.21
H: -3.85 3.22 1.49
H: -1.87 1.33 -2.51
H: -3.45 1.22 -3.33
H: -3.37 1.53 -1.61
H: -1.16 3.01 -4.17
H: -2.30 4.28 -4.63
H: -2.74 2.63 -4.90
C: -7.27 -1.70 0.85
N: -6.21 -1.26 -0.04
C: -6.75 -0.67 -1.27
P: -4.59 -1.81 -0.13
O: -4.07 -0.36 -0.17
N: -4.01 -2.06 1.48
C: -4.82 -2.46 2.62
C: -2.96 -1.15 1.97
N: -5.20 -3.49 -0.09
C: -4.05 -4.44 -0.09
C: -6.01 -3.92 -1.24
H: -7.51 -2.76 0.77
H: -8.21 -1.16 0.67
H: -7.04 -1.48 1.89
H: -6.92 -1.43 -2.04
H: -6.05 0.06 -1.68
H: -7.69 -0.13 -1.11
H: -5.34 -1.61 3.07
H: -4.18 -2.89 3.41
H: -5.54 -3.24 2.38
H: -3.37 -0.17 2.24
H: -2.18 -1.01 1.22
H: -2.46 -1.55 2.85
H: -3.45 -4.33 -1.00
H: -4.40 -5.48 -0.02
H: -3.38 -4.29 0.76
H: -5.51 -3.69 -2.19
H: -7.00 -3.45 -1.26
H: -6.22 -4.99 -1.20
C: -4.11 -8.75 -4.60
N: -3.90 -8.30 -3.24
C: -2.58 -7.71 -3.05
P: -4.67 -8.84 -1.80
O: -4.91 -7.38 -1.35
N: -6.35 -9.09 -2.15
C: -6.90 -9.51 -3.44
C: -7.32 -8.18 -1.53
N: -4.39 -10.52 -2.32
C: -5.00 -11.46 -1.34
C: -2.98 -10.95 -2.41
H: -3.91 -9.82 -4.75
H: -3.46 -8.22 -5.31
H: -5.11 -8.54 -4.95
H: -1.83 -8.46 -2.79
H: -2.59 -6.97 -2.25
H: -2.22 -7.18 -3.94
H: -7.00 -8.66 -4.12
H: -7.90 -9.94 -3.30
H: -6.32 -10.30 -3.92
H: -7.34 -7.21 -2.02
H: -7.09 -8.03 -0.46
H: -8.34 -8.59 -1.55
H: -4.53 -11.34 -0.36
H: -4.87 -12.51 -1.66
H: -6.07 -11.32 -1.22
H: -2.44 -10.72 -1.49
H: -2.45 -10.49 -3.25
H: -2.91 -12.03 -2.60

***

3.
A cluster of 4 separate species, C37H83BFN5O5S2 in total, computed with wB97M-V/def2-TZVPD.

Summary:
structure (SMILES)	[H]/N=C(/C)C[C@]1(CCCCCCCCCC)[C@H](S)[C@@H](O)S(=O)(=O)O[C@@]1(CCF)B(N)O.CCN(CC)CC.CCN(CC)CC.CCN(CC)CC
electronic energy	-82467.5134	eV
frontier orbital gap	8.2179	eV
LUMO level	0.002	hartree

Positions of all 134 atoms, in Å:
H: -2.08 -6.42 0.02
N: -2.16 -6.55 -0.99
C: -2.76 -5.56 -1.53
C: -2.96 -5.61 -3.03
C: -3.38 -4.40 -0.76
C: -2.62 -3.03 -0.69
C: -1.75 -2.87 -1.96
C: -0.99 -1.56 -2.23
C: 0.28 -1.34 -1.41
C: 1.46 -0.82 -2.24
C: 2.80 -0.90 -1.50
C: 3.68 -2.08 -1.92
C: 3.22 -3.43 -1.34
C: 4.34 -4.19 -0.61
C: 4.61 -3.53 0.75
C: 5.63 -4.27 1.61
C: -1.74 -2.95 0.57
S: -0.46 -4.26 0.64
C: -2.49 -2.95 1.91
O: -1.83 -2.04 2.75
S: -4.28 -2.52 1.91
O: -5.00 -3.64 2.43
O: -4.39 -1.23 2.53
O: -4.71 -2.40 0.40
C: -3.71 -1.91 -0.58
C: -4.53 -1.82 -1.90
C: -4.55 -0.50 -2.65
F: -5.16 -0.72 -3.88
B: -3.38 -0.40 -0.03
N: -4.55 0.44 0.23
O: -2.09 0.05 0.13
H: -3.77 -4.96 -3.37
H: -3.16 -6.64 -3.33
H: -2.05 -5.29 -3.55
H: -3.58 -4.76 0.25
H: -4.36 -4.23 -1.21
H: -1.00 -3.67 -1.94
H: -2.37 -3.09 -2.82
H: -1.65 -0.69 -2.17
H: -0.70 -1.63 -3.29
H: 0.09 -0.62 -0.61
H: 0.58 -2.28 -0.94
H: 1.53 -1.42 -3.16
H: 1.26 0.21 -2.56
H: 2.62 -0.98 -0.42
H: 3.36 0.03 -1.65
H: 4.70 -1.89 -1.58
H: 3.71 -2.13 -3.02
H: 2.46 -3.23 -0.58
H: 2.76 -4.06 -2.11
H: 4.04 -5.23 -0.46
H: 5.25 -4.17 -1.22
H: 4.94 -2.50 0.58
H: 3.65 -3.47 1.26
H: 5.39 -4.21 2.67
H: 6.64 -3.89 1.47
H: 5.64 -5.34 1.36
H: -1.20 -2.01 0.55
H: 0.09 -3.76 1.76
H: -2.51 -3.95 2.35
H: -1.73 -2.40 3.63
H: -5.56 -2.07 -1.66
H: -4.18 -2.57 -2.61
H: -5.14 0.25 -2.13
H: -3.55 -0.11 -2.87
H: -4.56 0.77 1.19
H: -4.46 1.29 -0.33
H: -1.79 0.16 1.04
C: 8.27 -2.20 -1.72
C: 9.28 -3.33 -1.58
N: 8.86 -4.55 -2.23
C: 9.67 -5.70 -1.88
C: 11.14 -5.71 -2.31
C: 8.49 -4.43 -3.63
C: 9.55 -3.89 -4.60
H: 7.29 -2.52 -1.34
H: 8.59 -1.34 -1.13
H: 8.15 -1.87 -2.75
H: 9.41 -3.56 -0.52
H: 10.26 -2.96 -1.93
H: 9.18 -6.59 -2.28
H: 9.63 -5.80 -0.79
H: 11.26 -5.90 -3.38
H: 11.67 -6.50 -1.78
H: 11.64 -4.77 -2.07
H: 7.61 -3.79 -3.70
H: 8.16 -5.42 -3.97
H: 10.07 -3.02 -4.19
H: 9.07 -3.57 -5.53
H: 10.31 -4.63 -4.86
C: -6.64 7.87 0.64
C: -5.68 6.73 0.95
N: -6.12 5.46 0.39
C: -5.37 4.32 0.90
C: -3.87 4.23 0.55
C: -6.39 5.45 -1.04
C: -5.26 5.87 -1.99
H: -7.65 7.63 0.97
H: -6.31 8.77 1.16
H: -6.67 8.11 -0.42
H: -5.64 6.60 2.03
H: -4.67 7.02 0.63
H: -5.87 3.41 0.56
H: -5.46 4.33 1.99
H: -3.71 3.92 -0.48
H: -3.40 3.48 1.19
H: -3.35 5.17 0.71
H: -7.24 6.11 -1.22
H: -6.74 4.45 -1.30
H: -4.74 6.76 -1.63
H: -5.67 6.10 -2.97
H: -4.52 5.08 -2.12
C: -0.97 5.42 6.73
C: -1.30 6.67 5.93
N: -1.15 6.48 4.49
C: -1.21 7.72 3.74
C: -2.52 8.51 3.72
C: -1.89 5.36 3.92
C: -3.41 5.34 4.11
H: 0.04 5.07 6.49
H: -1.01 5.65 7.79
H: -1.67 4.61 6.54
H: -0.62 7.47 6.21
H: -2.31 7.01 6.21
H: -0.92 7.50 2.71
H: -0.42 8.37 4.14
H: -3.28 8.04 3.09
H: -2.35 9.51 3.33
H: -2.94 8.62 4.72
H: -1.48 4.44 4.33
H: -1.66 5.34 2.85
H: -3.70 5.59 5.14
H: -3.79 4.34 3.90
H: -3.92 6.03 3.44